## 1
Computed, not measured: an isolated ion of composition C4H7N2O3 and charge +1, with ωB97M-V/def2-TZVPD.

The geometry in XYZ format:
```
16
Properties=species:S:1:pos:R:3:lowdin_charge:R:1
C 0.78 -0.91 0.06 -0.250
C -0.55 1.08 0.47 -0.081
C -0.49 -0.23 -0.35 -0.275
C -1.78 -1.05 -0.18 -0.047
N 1.75 1.27 -0.04 0.137
N 2.01 -0.01 -0.09 -0.108
O 3.08 -0.43 -0.40 0.210
O 0.99 -2.00 0.44 0.284
O 0.61 1.91 0.28 0.011
H -1.45 1.67 0.17 0.174
H -0.53 0.68 1.46 0.138
H -0.54 0.00 -1.47 0.194
H -2.75 -0.52 -0.45 0.125
H -1.97 -1.50 0.84 0.111
H -1.61 -2.00 -0.81 0.121
H 2.47 2.04 0.06 0.256
```

## Properties
- Net charge: +1
- Multiplicity: 1
- SMILES: C[C@H]1CON[N+](=O)C1=O
- HOMO energy (spin up / spin down): -0.57146 / -0.57150 Ha

=====

## 2
Computed, not measured: an isolated ion of composition C4H7N2O3 and charge +1, with ωB97M-V/def2-TZVPD.

The geometry in XYZ format:
```
16
Properties=species:S:1:pos:R:3:lowdin_charge:R:1
C -1.34 0.70 -0.49 0.038
C 0.95 -0.56 0.18 -0.353
C -1.30 1.94 -0.80 0.204
C 2.15 -0.93 -0.59 0.024
N -1.35 -0.52 -0.21 -0.132
N 1.00 0.23 1.15 0.087
O -0.15 0.55 1.86 -0.011
O -0.21 -1.25 -0.25 0.110
O -2.46 -1.21 0.09 0.180
H 0.17 1.05 2.63 0.134
H -1.10 2.71 -0.06 0.117
H -1.47 2.29 -1.81 0.118
H 2.14 -1.99 -0.81 0.101
H 3.04 -0.68 -0.03 0.104
H 2.16 -0.39 -1.54 0.102
H -2.24 -1.96 0.68 0.176
```

## Properties
- Net charge: +1
- Multiplicity: 1
- SMILES: C=C=[N+](O)O/C(C)=N\O
- HOMO energy: -0.53091 Ha

=====

Winner for stability: 1

=====

## 1
Computed, not measured: a 2-piece molecular cluster, C5H6N2S overall, with ωB97M-V/def2-TZVPD.

The geometry in XYZ format:
```
14
Properties=species:S:1:pos:R:3:lowdin_charge:R:1
C 0.13 -1.73 0.27 -0.024
C -1.15 -1.65 0.83 -0.142
C 0.53 -0.42 0.04 -0.258
C 1.56 0.42 -0.66 -0.307
C -0.49 1.66 0.31 -0.458
N -1.55 -0.39 0.98 0.091
N -0.55 0.33 0.48 -0.222
S 1.10 2.13 -0.07 0.867
H 0.66 -2.69 0.07 0.118
H -1.84 -2.33 1.19 0.080
H 2.55 0.15 -0.29 0.093
H 1.33 0.39 -1.64 0.037
H -0.96 1.91 -1.93 0.089
H -1.32 2.24 0.41 0.035
```

## Properties
- Multiplicity: 1
- HOMO energy (spin up / spin down): -0.33642 / -0.25798 Ha

=====

## 2
Computed, not measured: one molecule with the formula C5H6N2S, with ωB97M-V/def2-TZVPD.

The geometry in XYZ format:
```
14
Properties=species:S:1:pos:R:3:lowdin_charge:R:1
C 2.15 1.14 0.05 -0.292
C 2.72 -0.07 0.21 -0.432
C 0.29 -0.01 -0.28 -0.579
C -2.22 0.23 -0.12 -0.129
C -1.83 -1.15 0.11 -0.130
N 0.82 1.16 -0.11 0.034
N -0.98 -0.29 -0.66 -0.082
S 1.51 -1.32 0.10 0.967
H 2.77 2.12 0.06 0.138
H 3.74 -0.21 0.20 0.030
H -2.89 0.53 -0.84 0.078
H -2.36 1.01 0.70 0.142
H -1.36 -1.31 1.11 0.133
H -2.37 -1.84 -0.54 0.121
```

## Properties
- Multiplicity: 1
- SMILES: c1csc(N2CC2)n1
- HOMO energy: -0.30423 Ha

=====

Winner for stability: 2

=====

## 1
Computed, not measured: C5H6N2S as an isolated structure, with ωB97M-V/def2-TZVPD.

The geometry in XYZ format:
```
14
Properties=species:S:1:pos:R:3:lowdin_charge:R:1
C -1.74 -0.32 0.24 -0.053
C -1.64 -1.16 -0.90 -0.115
C -0.44 -0.12 0.67 -0.360
C 0.36 0.41 1.68 -0.360
C 1.69 -0.39 -0.28 -0.379
N -0.34 -1.30 -1.29 0.045
N 0.37 -0.75 -0.30 -0.191
S 2.02 0.27 1.27 0.976
H -2.52 -0.10 0.91 0.079
H -2.43 -1.53 -1.57 0.104
H 0.11 1.20 2.39 0.071
H 0.71 2.04 -0.79 0.039
H 1.32 2.47 -1.14 0.064
H 2.52 -0.69 -0.90 0.079
```

## Properties
- Multiplicity: 1
- HOMO energy (spin up / spin down): -0.27950 / -0.27951 Ha

=====

## 2
Computed, not measured: one molecule with the formula C5H6N2S, with ωB97M-V/def2-TZVPD.

The geometry in XYZ format:
```
14
Properties=species:S:1:pos:R:3:lowdin_charge:R:1
C 0.36 0.53 1.25 -0.266
C -0.77 1.18 -0.76 -0.256
C 1.72 0.71 -0.71 -0.092
C -1.45 -1.60 0.45 -0.430
C 0.28 0.39 -0.23 -0.725
N 0.44 0.61 2.39 0.194
N -1.56 1.89 -1.18 0.212
S 0.06 -1.45 -0.49 0.902
H 1.68 0.92 -1.88 0.138
H 2.39 -0.06 -0.67 0.027
H 2.26 1.63 -0.29 0.122
H -2.13 -2.46 0.11 0.069
H -2.00 -0.56 0.51 0.080
H -1.28 -1.73 1.52 0.027
```

## Properties
- Multiplicity: 1
- SMILES: CSC(C)(C#N)C#N
- HOMO energy: -0.36089 Ha

=====

## 3
Computed, not measured: one molecule with the formula C5H6N2S, with ωB97M-V/def2-TZVPD.

The geometry in XYZ format:
```
14
Properties=species:S:1:pos:R:3:lowdin_charge:R:1
C 0.25 -1.65 -0.79 -0.789
C 1.03 -0.67 0.10 -0.152
C -0.57 1.15 0.53 -0.268
C 0.30 2.34 1.03 -0.138
C -0.81 -0.65 -0.89 -0.206
H 0.96 -1.16 1.11 0.130
H 2.16 -0.44 0.06 0.148
H -0.74 0.41 1.42 0.145
H -1.56 1.72 0.21 0.162
H -1.18 -0.57 -2.00 0.160
H -1.72 -0.91 -0.30 0.138
N 0.09 0.40 -0.41 -0.154
N 1.18 3.20 1.09 0.106
S 0.63 -3.17 -1.18 0.718
```

## Properties
- Multiplicity: 1
- SMILES: N#CCN1CC(=S)C1
- HOMO energy: -0.33499 Ha

=====

Winner for stability: 2

=====

## 1
Computed, not measured: a 2-piece molecular cluster, C6H10O3 overall, with ωB97M-V/def2-TZVPD.

The geometry in XYZ format:
```
19
Properties=species:S:1:pos:R:3:lowdin_charge:R:1
C -0.36 -0.47 0.75 -0.404
C 0.55 -1.38 0.30 0.005
C 0.04 0.63 1.68 -0.054
C -1.81 -0.59 0.45 -0.050
C 0.51 0.98 -1.37 -0.510
C 1.03 -0.48 -1.72 -0.251
O 1.49 1.76 -0.93 0.120
O -0.59 1.39 -1.66 0.098
O 2.20 -0.72 -1.92 0.063
H 1.16 2.66 -0.77 0.139
H 0.22 -2.29 -0.17 0.089
H 1.55 -1.39 0.70 0.097
H 0.20 -0.99 -2.24 0.137
H -0.28 0.38 2.69 0.093
H -2.18 0.31 -0.04 0.079
H -0.45 1.56 1.39 0.087
H 1.12 0.77 1.67 0.086
H -2.02 -1.44 -0.20 0.085
H -2.37 -0.70 1.38 0.091
```

## Properties
- Multiplicity: 1
- SMILES: O=CC(=O)O.C=C(C)C
- HOMO energy: -0.34743 Ha

=====

## 2
Computed, not measured: one molecule with the formula C6H10O3, with ωB97M-V/def2-TZVPD.

The geometry in XYZ format:
```
19
Properties=species:S:1:pos:R:3:lowdin_charge:R:1
C 0.05 0.52 0.32 -0.501
C -0.91 -0.56 0.78 -0.076
C -2.07 -1.17 -1.13 -0.021
C -0.03 1.73 1.26 -0.006
C 1.92 -0.86 -0.80 0.012
C 1.43 -0.18 0.45 -0.382
O -1.62 -1.39 0.08 -0.027
O -0.13 0.91 -1.03 -0.015
O 2.02 -0.18 1.50 0.100
H -1.05 1.25 -1.10 0.107
H -0.86 -0.81 1.82 0.139
H -2.06 -0.28 -1.72 0.064
H -2.61 -1.99 -1.56 0.065
H 0.64 2.51 0.90 0.095
H 0.27 1.44 2.26 0.086
H -1.05 2.11 1.29 0.089
H 1.15 -1.54 -1.18 0.090
H 2.84 -1.39 -0.59 0.089
H 2.09 -0.11 -1.56 0.092
```

## Properties
- Multiplicity: 1
- HOMO energy (spin up / spin down): -0.27480 / -0.28479 Ha

=====

Winner for stability: 1

=====

## 1
Computed, not measured: C6H10O3 as an isolated structure, with ωB97M-V/def2-TZVPD.

The geometry in XYZ format:
```
19
Properties=species:S:1:pos:R:3:lowdin_charge:R:1
C -1.87 -0.19 -0.27 -0.257
C -1.13 1.35 -0.31 -0.056
C 0.25 0.71 -0.13 -0.472
C 0.22 -0.17 0.97 -0.147
C 0.09 -1.38 0.17 -0.357
C 2.21 -0.07 -0.42 -0.032
H -3.08 0.01 -0.81 0.193
H -2.22 -0.19 0.86 0.121
H -1.47 2.18 0.48 0.150
H -0.99 1.69 -1.42 0.139
H 0.13 -0.08 -0.98 0.141
H -0.71 0.30 1.49 0.139
H 1.14 -0.31 1.74 0.192
H 0.02 -2.33 0.69 0.170
H 2.99 0.00 -1.10 0.107
H 2.68 -0.12 0.66 0.148
O -1.10 -1.21 -0.74 -0.081
O 1.27 -1.40 -0.53 -0.047
O 1.58 1.23 -0.35 -0.050
```

## Properties
- Multiplicity: 1
- HOMO energy: -0.33425 Ha

=====

## 2
Computed, not measured: one molecule with the formula C6H10O3, with ωB97M-V/def2-TZVPD.

The geometry in XYZ format:
```
19
Properties=species:S:1:pos:R:3:lowdin_charge:R:1
C 0.32 -2.11 0.93 0.031
C 0.05 -0.72 0.45 -0.638
C 0.22 -0.60 -1.06 -0.075
C -0.35 0.76 -1.49 -0.110
C -0.60 1.55 -0.18 -0.260
C 0.60 1.47 0.82 -0.064
H 0.17 -2.19 1.96 0.082
H 1.22 -2.46 0.53 0.084
H -0.50 -2.75 0.65 0.095
H -0.40 -1.37 -1.63 0.156
H 1.26 -0.64 -1.17 0.112
H -1.33 0.72 -1.97 0.119
H 0.36 1.33 -2.12 0.119
H -0.81 2.56 -0.39 0.137
H 1.45 2.13 0.48 0.137
H 0.22 1.83 1.83 0.146
O 1.04 0.07 1.02 -0.050
O -1.72 0.84 0.40 -0.038
O -1.21 -0.40 0.94 0.015
```

## Properties
- Multiplicity: 1
- SMILES: C[C@]12CC[C@H](CO1)OO2
- HOMO energy: -0.34143 Ha

=====

Winner for stability: 2

=====

## 1
Computed, not measured: an isolated ion of composition C2H9N4 and charge +1, with ωB97M-V/def2-TZVPD.

The geometry in XYZ format:
```
15
Properties=species:S:1:pos:R:3:lowdin_charge:R:1
C 0.13 -1.06 -0.80 -0.047
C -0.64 -0.04 -0.03 -0.453
N 0.68 -0.74 0.51 -0.028
N -1.97 -0.24 0.57 0.105
N -0.39 1.34 -0.27 0.073
N 1.79 0.16 0.45 0.119
H -0.30 -2.03 -0.81 0.120
H 0.73 -0.96 -1.64 0.104
H -2.05 -0.72 1.45 0.084
H -2.66 -0.70 -0.06 0.117
H -0.47 1.89 -1.15 0.145
H -0.87 2.01 0.36 0.139
H 1.11 1.08 0.29 0.163
H 2.48 -0.07 -0.22 0.135
H 2.44 0.07 1.34 0.227
```

## Properties
- Net charge: +1
- Multiplicity: 1
- SMILES: NC1(N)CN1[NH3+]
- HOMO energy: -0.51453 Ha

=====

## 2
Computed, not measured: a 2-piece molecular cluster, C2H9N4 overall, with ωB97M-V/def2-TZVPD.

The geometry in XYZ format:
```
15
Properties=species:S:1:pos:R:3:lowdin_charge:R:1
N 1.23 -1.66 -0.87 0.113
C 1.33 -0.26 -0.77 -0.607
N 1.41 0.45 -1.97 0.133
N 1.27 0.33 0.40 0.015
H 0.74 -2.08 -0.10 0.084
H 0.82 -1.95 -1.76 0.089
H 0.95 -0.05 -2.71 0.083
H 1.16 1.46 -1.98 0.124
H 1.86 -0.24 1.07 0.068
C -1.88 0.31 0.92 0.149
N -1.76 1.03 1.97 0.195
H -2.70 -0.39 0.88 0.121
H -1.14 0.47 0.08 0.109
H -1.06 1.78 1.99 0.156
H -2.23 0.80 2.85 0.168
```

## Properties
- Net charge: +1
- Multiplicity: 1
- HOMO energy: -0.45485 Ha

=====

Winner for stability: 2

=====

## 1
Computed, not measured: C2H9N4 as an isolated structure, with ωB97M-V/def2-TZVPD.

The geometry in XYZ format:
```
15
Properties=species:S:1:pos:R:3:lowdin_charge:R:1
C -1.38 0.79 -0.40 -0.118
C 0.79 0.03 -0.11 -0.454
N 0.06 1.13 -0.27 0.149
N 0.03 -1.02 -0.53 0.042
N 2.14 0.02 -0.03 0.249
N -1.34 -0.65 -0.54 0.005
H -2.03 0.88 0.45 0.117
H -1.96 1.20 -1.13 0.107
H 0.05 -0.58 1.55 0.057
H 0.39 1.92 0.29 0.177
H 0.30 -1.87 -0.05 0.147
H 2.59 0.88 -0.23 0.132
H 2.49 -0.84 0.29 0.121
H -0.42 -0.95 2.13 0.140
H -1.72 -0.92 -1.43 0.129
```

## Properties
- Net charge: +1
- Multiplicity: 1
- HOMO energy: -0.49953 Ha

=====

## 2
Computed, not measured: an isolated ion of composition C2H9N4 and charge +1, with ωB97M-V/def2-TZVPD.

The geometry in XYZ format:
```
15
Properties=species:S:1:pos:R:3:lowdin_charge:R:1
C 0.10 -1.07 -0.29 -0.092
C 0.61 0.45 -0.52 -0.309
N -0.63 -1.14 0.99 0.023
N -0.18 1.14 0.60 -0.071
N 0.59 0.90 -1.86 0.116
N -1.24 0.49 0.97 0.045
H -0.52 -1.60 -1.13 0.162
H 1.14 -1.56 0.01 0.162
H 1.66 0.62 -0.32 0.140
H -0.07 -1.24 1.89 0.179
H 0.57 1.52 1.33 0.192
H -0.23 1.15 -2.31 0.081
H 1.27 1.46 -2.16 0.041
H -1.50 -1.80 0.90 0.206
H -1.60 0.68 1.89 0.125
```

## Properties
- Net charge: +1
- Multiplicity: 1
- SMILES: N[C@@H]1C[NH2+]NN1
- HOMO energy: -0.50119 Ha

=====

Winner for stability: 1